Computed, not measured: a structure of composition C24H57AsGeNPdSi5, with ωB97M-V/def2-TZVPD.

Last column: Mulliken charge in e.
Cartesian coordinates (Å):
H -4.27 1.92 -0.27  0.273
C 4.49 -1.12 1.69  -1.368
H -5.40 -1.73 -0.57  0.282
H 0.01 -3.99 -1.14  0.324
C 1.75 -0.59 2.76  0.310
H 3.58 1.79 2.24  0.402
Pd 0.13 0.14 -0.08  0.866
H 3.86 1.87 0.49  0.388
H 4.91 0.41 -3.05  0.355
H 4.36 -2.16 2.01  0.360
H 0.27 -2.69 -2.28  0.127
H -1.34 1.72 -3.22  0.033
H 3.46 -0.85 4.04  0.331
H -4.79 0.03 1.51  0.402
H -3.57 -0.85 -4.23  0.274
H 3.99 -3.26 -1.93  0.286
H -5.17 2.16 -1.78  0.390
C 4.57 -0.01 -2.10  -1.102
H -5.42 0.70 -0.82  0.277
C 0.78 -3.44 -1.68  -1.017
H 5.04 0.57 -1.30  0.254
C 1.61 -3.46 1.24  -0.953
H 4.96 -1.03 -2.02  0.255
C 1.63 -0.92 5.15  -0.553
C 3.68 -3.57 -0.92  -1.185
C -0.30 -0.63 3.81  0.033
H -2.37 5.47 0.62  0.430
C -1.14 1.61 0.39  -0.370
H 2.44 -0.25 -4.35  0.388
H 0.74 -2.98 1.68  -0.022
H -2.81 1.98 -4.18  0.504
H -1.73 -3.63 0.86  0.189
H -3.87 -0.76 2.80  0.455
C 2.17 -0.89 -0.40  0.486
H 1.10 1.92 -2.09  -0.407
H 2.43 -3.39 1.95  0.286
H -4.39 -3.10 -1.03  0.272
C -0.11 4.34 -1.48  -1.229
Si 2.67 -0.01 -1.91  0.354
C -2.42 1.91 -3.16  -0.994
C -4.66 1.41 -1.15  -1.064
H -1.38 -0.55 3.70  0.131
C -2.47 4.39 0.60  -1.308
H -3.14 0.55 1.85  0.136
H 5.01 -0.58 2.48  0.388
H -3.22 4.12 -0.16  0.327
C 2.38 -0.79 3.99  -0.726
As -1.77 -0.86 -1.17  -0.387
C 2.03 -0.81 -3.50  -1.037
H 0.35 5.30 1.67  0.430
C -3.79 -0.32 1.79  -1.044
H -0.55 3.90 -2.38  0.264
H -4.69 -1.41 -2.98  0.270
H 1.55 4.07 1.29  0.429
Si -3.16 -1.61 0.57  0.614
H -1.20 1.46 1.48  0.259
H -1.49 -2.51 2.19  0.016
Si 2.84 -0.32 1.18  0.077
H 4.49 -3.31 -0.24  0.293
H -2.56 2.88 -2.68  0.229
H 5.15 -1.13 0.81  0.310
H 1.28 -4.15 -2.35  0.452
C 2.18 1.80 -2.08  -0.393
H 0.98 4.25 -1.57  0.361
H -0.39 -0.94 5.93  0.421
H 2.12 -1.08 6.11  0.414
Si 2.04 -2.72 -0.45  0.208
Si -3.33 0.56 -2.20  0.517
H -5.06 0.05 -3.91  0.347
C -2.24 -2.94 1.53  -0.920
H 0.94 -0.78 -3.56  0.170
H 1.37 -4.52 1.10  0.450
H -2.85 4.05 1.57  0.365
C 3.16 1.54 1.26  -0.603
H 2.35 -1.86 -3.60  0.289
C 0.51 4.22 1.57  -1.405
H -2.95 -3.51 2.14  0.443
Ge -0.73 3.53 0.20  0.670
H -0.37 5.40 -1.45  0.482
H 2.23 2.11 1.14  -0.553
H -2.18 1.55 0.06  -0.974
C -4.67 -2.45 -0.20  -1.234
H 2.57 2.16 -3.03  0.476
H -5.17 -3.07 0.56  0.392
H 0.34 3.76 2.54  0.400
C 0.25 -0.84 5.06  -1.004
N 0.41 -0.51 2.70  0.705
H 3.58 -4.66 -0.93  0.366
H 2.58 2.45 -1.29  0.321
C -4.25 -0.52 -3.44  -1.153

Results
Charge: -1
HOMO energy: -4.072 eV
LUMO: 2.7 eV
Gap between HOMO and LUMO: 6.7875 eV
Energy: -6891.680636 Ha


Computed, not measured: a structure of composition C35H29CsN6O4S4 at a distorted geometry, with ωB97M-V/def2-TZVPD.

Last column: Mulliken charge in e.
Cartesian coordinates (Å):
H -2.26 -0.23 -1.99  -0.090
C -0.84 -0.60 -7.36  -0.735
C -4.04 1.21 1.77  -0.860
C -1.08 -0.97 -6.05  -0.376
C -1.30 -4.27 1.20  0.233
C -0.46 5.69 2.13  -0.843
C 4.00 1.39 4.62  -0.349
S -0.64 -1.22 -3.40  -0.186
C -1.07 5.64 3.38  -0.403
C -0.18 -0.69 -5.02  -0.058
N -1.91 -3.14 0.85  -0.008
N 3.87 0.48 3.59  -0.524
H 4.47 2.35 4.46  0.389
H 2.59 -2.60 4.01  0.340
C 1.97 -5.83 0.03  -0.356
C 1.02 -4.47 -1.68  -0.330
H -2.45 0.29 -3.68  0.577
O -1.52 -5.02 2.16  -0.762
C -3.23 -2.88 0.95  -0.305
C -1.04 2.52 -3.38  -0.483
C -0.26 3.61 -3.06  -0.838
C 0.89 -5.49 0.83  -0.624
C -2.97 0.81 0.99  -0.367
H 2.86 -5.54 -1.92  0.398
H 2.38 -0.92 6.00  0.188
H -0.36 6.63 1.59  0.353
H 1.18 4.39 -1.66  0.481
H -1.68 4.38 5.01  0.348
C -0.98 1.40 -2.56  -0.129
C -4.66 -1.09 1.95  -0.746
C -3.54 -1.40 1.19  0.461
H 2.21 0.82 -6.85  0.344
H 1.87 -1.57 2.81  0.131
H 2.74 -6.49 0.40  0.454
O 5.00 -4.38 0.73  -0.095
N -2.71 -0.47 0.71  0.244
C -0.07 -4.62 0.33  0.493
H 1.02 -4.05 -2.69  0.372
C 1.07 -0.04 -5.26  0.004
H 0.75 -5.87 1.83  0.483
C 0.01 4.51 1.58  -0.300
C 2.04 -5.31 -1.26  -0.699
C 1.27 0.31 -6.62  -0.598
H 2.08 1.43 -0.09  0.358
H -5.74 0.52 2.89  0.368
H 3.59 -2.03 2.66  0.167
H 2.00 3.14 0.29  0.550
H 0.61 0.36 -8.64  0.323
C -4.90 0.24 2.26  -0.321
S -0.95 1.68 4.35  -0.528
C 3.42 0.92 5.75  -0.345
H 0.46 4.54 0.59  0.094
C 1.40 2.26 0.08  -1.148
C 0.53 2.42 -1.15  0.181
S 0.49 1.76 1.58  0.489
C 3.22 -0.53 4.11  0.437
H -2.00 -1.49 -5.79  0.402
S 2.26 0.32 -4.05  -0.421
O 4.31 -3.43 0.48  0.085
H -5.29 -1.89 2.30  0.460
H -1.65 2.50 -4.27  0.454
C -1.74 0.14 -2.87  -0.613
H -4.16 2.26 2.01  0.414
C 2.80 -1.75 3.35  -0.784
H 3.29 1.35 6.73  0.378
C 0.54 3.57 -1.93  -0.404
Cs 0.14 -1.52 0.07  1.558
N -0.01 -4.13 -0.91  -0.305
C -0.74 3.20 3.51  -0.362
C -0.11 3.30 2.25  0.427
C -1.20 4.42 4.04  -0.581
H -1.45 6.54 3.84  0.322
C 0.37 0.06 -7.63  -0.308
H -1.55 -0.82 -8.15  0.344
N 2.94 -0.33 5.42  -0.033
H -0.26 4.49 -3.69  0.359
N -0.22 1.36 -1.46  0.906
O -4.17 -3.65 0.82  -0.692
H -2.26 1.53 0.60  0.541

Results
Charge: -2
HOMO energy (spin up / spin down): -1.676 / -1.676 eV
LUMO (spin up / spin down): 2.3 / 2.3 eV
Gap between HOMO and LUMO (spin up / spin down): 3.9353 / 3.9298 eV
Energy: -3593.528763 Ha


Computed, not measured: a structure of composition C22H30O2SiTl at a distorted geometry, with ωB97M-V/def2-TZVPD.

Last column: Mulliken charge in e.
Cartesian coordinates (Å):
H 0.27 0.51 -7.12  0.314
C 0.80 2.01 1.54  -0.700
H -2.05 1.74 -0.21  0.556
Si 0.44 0.08 -4.28  -0.800
H 2.17 2.92 0.02  0.425
C 1.28 -2.69 0.11  -0.841
H 2.83 -1.71 2.02  0.360
H -2.51 -2.95 -2.99  0.278
H -2.31 -2.66 -4.52  0.245
H -1.79 -4.30 -3.35  0.406
C 0.06 2.44 -0.59  -0.871
H 1.22 -0.90 2.21  0.283
C -0.56 1.61 1.47  -0.462
H 4.64 0.58 -6.58  0.372
H 4.55 -1.60 -7.81  0.384
H -2.53 0.16 -3.86  0.286
C -1.03 1.89 0.15  -0.564
C -2.30 0.55 -4.87  -0.181
H 1.79 -3.35 0.82  0.483
H 2.61 0.03 1.51  0.179
C -0.97 0.46 -5.36  0.598
C 2.13 -0.96 1.58  -0.749
C 2.80 -2.32 -6.76  -0.443
Tl 0.64 -0.16 -2.01  0.796
H -1.50 1.52 -8.59  0.366
H 1.51 -2.98 -0.93  0.212
H 2.77 -3.29 -7.27  0.358
O 1.80 -1.35 0.23  -0.174
H -1.16 1.19 2.28  0.481
C -3.33 1.06 -5.69  -0.604
C 3.80 -1.38 -7.05  -0.458
H 2.91 1.12 -4.88  0.359
C -0.71 0.76 -6.72  -0.410
H 1.44 1.93 2.42  0.657
C -1.71 1.29 -7.53  -0.655
C -3.01 1.45 -7.01  -0.343
C 1.79 -0.73 -5.23  0.342
O -0.75 -1.67 -0.47  0.117
H -2.73 -2.32 -0.35  0.407
H 0.02 2.76 -1.63  0.791
C 3.86 -0.15 -6.37  -0.600
C 1.81 -2.02 -5.81  -0.183
H -3.80 1.85 -7.65  0.365
H -4.37 1.10 -5.31  0.369
H -0.48 -2.61 1.38  0.337
H -3.48 -4.02 -4.03  0.395
H -1.89 -4.13 -4.78  0.482
H -2.28 -0.97 0.78  0.257
H 1.03 -2.76 -5.55  0.189
C -2.13 -1.39 -0.23  -0.822
C -0.21 -2.74 0.32  -0.355
H -0.61 -3.69 -0.06  0.327
C -2.45 -3.62 -3.90  -0.843
H -2.43 -0.64 -0.98  0.100
C 2.88 0.17 -5.42  -0.091
C 1.19 2.52 0.28  -0.729

Results
Charge: +1
HOMO energy (spin up / spin down): -8.765 / -8.764 eV
LUMO (spin up / spin down): -5.8 / -5.8 eV
Gap between HOMO and LUMO (spin up / spin down): 2.9474 / 2.9419 eV
Energy: -1468.114457 Ha